(1)
Formula: C42H52BClCrN2O4PSi2
Source: the OMol25 dataset
Level of theory: wB97M-V/def2-TZVPD

## Properties
total charge = 0
LUMO energy (spin up / spin down) = -0.0257 / -0.0278 hartree
multiplicity = 4
frontier orbital gap (spin up / spin down) = 4.80 / 4.17 eV

Cartesian coordinates (Å):
H: 0.72538 7.64117 0.99250
Cl: -1.75885 1.28509 -0.00957
C: -3.84955 3.00084 -0.53177
C: -0.13477 0.07813 3.10786
H: -2.39254 -2.80323 3.16389
H: -4.13069 6.01704 -2.03618
H: -4.51705 2.18593 -0.17056
H: 0.65647 -8.63213 -2.27666
H: -1.46406 2.64082 -3.87594
H: 2.40922 2.41013 -2.40358
C: 1.88295 5.69365 -2.14168
H: -4.10672 0.28136 4.06002
H: 2.24518 5.14209 -2.99260
H: 3.13004 7.35553 -2.64613
N: 1.24095 1.91402 1.80470
C: -3.62564 5.06889 -1.77686
C: -0.45668 2.39310 -4.15396
C: 0.74847 0.65155 -5.53181
C: 0.85582 5.11340 -1.34231
H: 0.74531 0.11814 -6.51270
C: 2.03589 0.97273 3.88476
C: -1.41289 0.72059 5.77581
P: 0.08568 3.48272 -1.71600
H: 2.20929 -6.40451 -1.44780
H: -0.84949 -7.93803 -2.90794
H: -1.31529 3.28020 3.95436
H: -3.53595 0.13276 2.39541
C: 3.02059 1.92965 3.93864
C: 0.16867 -7.67374 -2.47615
O: 0.26845 0.01755 -2.77353
H: 2.72939 -0.23743 -4.96716
H: -1.33731 -0.32272 6.14559
C: -2.41831 2.81570 -0.64637
C: 0.53570 2.74474 -3.28442
C: 1.02455 7.14940 0.04575
H: 2.33307 -1.98918 2.15074
C: -1.73616 -5.20884 -1.28250
H: 0.72027 -2.00422 5.43570
C: 0.52151 -4.39745 -1.43993
C: -1.67830 3.73593 -1.33517
O: 0.76772 -2.10010 -2.13952
H: -0.73778 -2.96742 4.99341
H: -0.46339 1.22797 6.01276
H: -1.92641 -2.13478 1.45016
C: 1.60146 0.43420 -3.08067
C: 0.22596 -2.58646 4.64922
H: -5.52036 4.25662 -1.16882
H: 2.14263 8.75644 -0.73930
H: -2.37459 -6.07477 -1.28701
C: -4.42273 4.10393 -1.13289
C: -3.26229 -0.12297 3.44293
H: 2.56214 -0.14288 -0.08986
C: -2.33506 -3.90627 -1.59673
H: 3.70812 0.31339 -2.61748
C: -1.43682 -2.90080 -1.85611
Si: -1.64619 0.80342 3.94148
H: 1.25475 -2.26820 0.84491
H: -2.25226 1.22421 6.31198
C: -2.11873 2.59461 3.62902
C: 1.81144 2.00503 -3.21851
C: 2.74880 -0.00793 -2.15472
C: 1.95603 0.50183 -4.63250
H: -0.76456 -7.26466 0.92064
C: -1.60068 -2.68147 2.35639
H: 3.76830 1.89383 4.73034
H: -0.21404 5.43788 0.46705
C: -0.29699 1.49658 -5.22718
H: -1.70416 -7.93720 -0.47126
H: 1.73944 -6.21059 0.28897
H: 1.94625 -7.80429 -0.38806
C: -0.02660 -3.17553 -1.77544
N: 2.51181 0.62759 -0.79095
Cr: 0.80377 1.93982 -0.08743
C: -0.35195 -5.45826 -1.26356
C: 1.35556 -2.47005 1.91990
H: 3.53473 3.88811 3.28837
H: 3.45343 1.03990 -0.54961
H: 0.92749 -3.46115 4.47901
H: -0.14850 -8.74079 -0.03942
H: -2.30808 2.81450 2.57842
C: 0.11668 -6.92189 -1.08689
H: 1.57618 -4.67918 -1.56811
H: -1.61489 5.54217 -2.52330
H: -3.02001 2.89088 4.20282
H: -3.43696 -3.86085 -1.58211
H: -1.36935 -3.72749 2.03344
C: 0.50595 5.83920 -0.20288
C: 1.00531 0.97750 2.84825
H: -1.22748 1.45874 -5.81761
B: -0.16011 -1.11664 -2.31138
C: 1.59455 -6.80763 -0.63440
H: 2.13218 0.14954 4.56500
C: 2.98693 3.00467 3.01036
H: 0.71770 -7.12595 -3.23576
C: 2.16506 2.93861 1.96895
H: 1.40575 -3.55046 2.02504
H: 2.88849 -1.09832 -2.06016
C: 2.40452 6.96353 -1.94836
C: -2.25989 4.88847 -1.91667
O: -1.50755 -1.60825 -2.27600
C: 1.89361 7.70005 -0.83765
H: -3.28097 -1.19990 3.44805
Si: -0.02767 -1.85584 2.96214
O: 2.58383 1.85634 -4.42663
H: 2.10732 3.78620 1.30376
C: -0.65947 -7.74812 -0.11424

Cartesian forces (eV/Å) of the 3 atoms listed first:
0.1 -0.1 -0.9
0.3 1.2 -0.2
0.7 -1.1 -0.6

---

(2)
Formula: C29H35F3N4O2P2Ti
Source: the OMol25 dataset
Level of theory: wB97M-V/def2-TZVPD

## Properties
total charge = +2
LUMO energy (spin up / spin down) = -0.3505 / -0.3505 hartree
frontier orbital gap (spin up / spin down) = 4.17 / 4.17 eV

Cartesian coordinates (Å):
H: -2.37214 -3.72619 1.60471
C: -3.25336 1.32815 1.65034
H: -0.14859 1.30475 2.14593
H: 2.58895 3.63654 -0.37076
C: -4.85994 0.69075 0.17273
H: -1.38030 5.90171 -2.53470
C: -2.70552 -3.31966 0.61636
O: 1.36190 -5.11665 -0.58017
H: 0.66010 5.83864 -1.11990
H: 1.98791 0.86442 0.58064
H: -2.17690 3.42159 -1.57795
C: -0.11342 0.65369 1.25161
C: -2.37725 -1.60390 5.13442
C: 1.19398 3.75099 -3.42932
C: -1.22718 3.97523 -1.63193
F: 1.35674 -7.30205 0.78985
C: 1.34179 0.10005 1.05200
H: -2.91380 -4.18195 -0.06873
H: 5.08607 -4.51038 0.97630
H: -0.15256 -2.45269 -2.34833
C: 0.46741 -5.17903 0.25723
C: 2.14686 4.23876 -1.17476
H: 1.13224 3.14460 -4.34939
H: 2.45950 0.80015 -1.47991
O: -0.44357 -4.28450 0.40881
H: 0.19618 5.21848 -4.54446
H: 2.71491 2.60032 -2.55022
H: 6.10348 -2.63431 -0.71937
H: -3.23919 -2.24511 3.15040
H: 0.17544 0.13306 3.87665
C: 1.31318 0.39260 -3.36540
C: -0.71754 -0.41217 4.13527
H: 1.57689 1.22236 -4.00541
C: 0.38658 -0.65254 -3.63246
C: 4.56471 -3.65555 0.56311
C: -4.48844 1.68722 1.13603
N: -2.84801 0.14581 1.03681
H: -2.62007 1.80131 2.38699
C: -0.36423 3.99032 -0.61600
H: -5.78368 0.64257 -0.39035
H: -0.51709 3.39064 0.30282
C: -1.20712 -0.81479 5.37604
C: -1.05770 4.89104 -2.83349
C: -3.82872 -0.23283 0.11285
H: -1.72092 4.54997 -3.63954
C: 4.06798 -1.77111 -0.61231
C: 0.33886 -1.47954 -2.50563
H: -0.78587 -0.57589 6.33660
C: 5.09523 -2.67170 -0.33815
P: 1.29166 -1.48394 0.14272
H: -0.18919 -0.75697 -4.53875
H: 1.82630 -0.13362 2.02353
H: -0.40196 1.27646 0.38095
C: 0.44273 -6.42414 1.22794
C: 1.98338 3.40203 -2.42024
C: 0.85160 4.88466 -0.60572
H: -3.62680 -2.73116 0.72695
H: 1.05223 5.14058 0.44736
F: 0.73901 -6.07590 2.51379
H: 4.05281 -0.89964 -1.23928
H: -3.01186 -2.06125 5.87243
H: -3.68971 -1.11455 -0.49805
H: 0.90019 5.87893 -3.07654
C: 3.24341 -3.32738 0.80868
N: -1.54692 -0.90858 3.13206
N: 2.92157 -2.17941 0.07794
H: 2.86361 5.03650 -1.41253
H: -5.06138 2.55742 1.40887
C: 1.81408 0.17984 -2.08696
H: 2.48183 -3.78214 1.42858
F: -0.77749 -7.04484 1.27759
C: -2.54507 -1.67480 3.74885
C: 0.35951 5.00674 -3.47381
N: 1.27401 -0.99127 -1.57948
Ti: -0.93162 -2.56213 -0.25026
P: -1.32968 -0.70459 1.32754

Cartesian forces (eV/Å) of the 3 atoms listed first:
-0.4 0.4 -0.8
-0.6 0.3 -0.3
-0.2 -0.4 -0.4

---

(3)
Formula: C27H19B3N4O24
Source: the OMol25 dataset
Level of theory: wB97M-V/def2-TZVPD

## Properties
total charge = -2
LUMO energy = 0.1180 hartree
frontier orbital gap = 7.05 eV

Cartesian coordinates (Å):
O: 3.07191 -2.04665 -2.47175
C: -1.44977 -3.61910 -0.82544
C: -0.83954 0.55452 -2.45225
C: -1.64152 -4.96556 -1.09911
C: 2.46571 -1.46596 0.72590
C: 4.05150 -0.13314 -3.34267
O: -2.17501 2.29109 -1.36335
H: -1.07098 -1.32136 0.85652
H: -1.50479 -5.30205 -2.11620
C: -4.37801 0.42283 0.05651
C: -1.58565 -3.98990 1.43459
C: 0.44102 -0.32087 4.52046
H: -1.22375 -2.85031 -1.54950
O: 1.71434 -1.34626 1.67897
C: 0.66612 -0.65229 5.84876
O: -0.21755 1.96874 -5.33041
C: 4.44624 3.62664 -2.38306
C: 1.26524 2.54155 0.38982
C: 3.74402 -2.28764 0.68820
H: -6.15038 0.94035 -1.09271
B: 0.23839 1.89776 -3.94683
O: 4.49388 6.10359 -2.56843
C: -5.65087 1.00135 -0.13711
H: 1.58401 -0.38278 6.35000
O: 2.36211 2.23502 2.55166
H: -2.10237 -0.02178 1.25987
H: -7.25499 1.98752 0.82004
H: 1.24439 0.21288 4.03453
O: 2.36169 -0.80768 -0.45803
C: 3.28069 -1.46200 -3.65185
H: -1.48227 -3.57591 2.42672
H: -0.24711 -1.50342 7.53439
O: 0.16587 1.99548 0.60007
O: 4.17355 -2.97120 1.64062
C: -0.42416 -1.23843 6.50248
N: -3.72367 0.45542 1.25868
C: 2.40275 2.68380 1.39187
C: 4.11767 5.09607 -1.95883
O: 3.90338 2.84313 -1.56490
O: 4.48940 0.71533 -4.13250
C: -1.83870 -5.84332 -0.05992
O: 3.17114 2.55198 -5.72487
O: 3.00222 -1.87449 -4.81829
C: -1.66989 -1.27563 4.46827
C: -4.29462 1.20884 2.22674
O: 1.66987 3.20369 -0.68352
H: -1.93497 -6.88729 -0.31928
C: -1.60249 -1.59024 5.84881
B: 3.49440 -1.20684 -1.35224
C: -5.56082 1.75888 2.10370
C: 0.76378 2.05847 -6.13235
H: -3.80042 1.27704 3.18461
C: -1.78682 -5.35378 1.25643
B: 3.09202 3.60237 -0.53124
H: -0.52631 0.27928 0.75535
H: -3.91267 -0.14208 -0.73768
N: -0.66352 -0.64386 3.78309
O: 0.70847 2.04151 -7.36094
N: -1.15798 -0.37411 1.19601
O: 4.96758 3.34868 -3.46384
O: -0.66790 2.74775 -3.10207
O: 1.65713 2.39557 -4.03748
O: 0.02983 0.55849 -3.39136
O: 4.21515 -0.11760 -2.02092
O: 3.46321 5.01947 -0.83278
O: 4.37411 -2.03506 -0.44602
C: -1.32877 1.99799 -2.21655
H: -0.85394 -0.40972 2.15851
O: 3.48758 3.28120 0.82526
O: -1.37378 -0.45492 -1.95578
H: -6.15952 2.22669 2.87125
N: -1.45409 -3.09668 0.41435
C: -6.23833 1.63602 0.91621
H: -2.52758 -1.52632 3.86170
C: 2.02614 2.42162 -5.25631
H: -1.89988 -6.03887 2.08363
H: -2.43113 -2.05330 6.36392

Cartesian forces (eV/Å) of the 3 atoms listed first:
-0.9 -0.6 -1.3
0.2 1.1 0.9
-2.6 -2.1 1.2

---

(4)
Formula: C2H4ClP
Source: the OMol25 dataset
Level of theory: wB97M-V/def2-TZVPD

## Properties
total charge = 0
LUMO energy (spin up / spin down) = -0.0525 / -0.0531 hartree
energy relative to the best compared isomer or geometry (same formula, charge and spin) = 233.64 kJ/mol
frontier orbital gap (spin up / spin down) = 7.03 / 7.01 eV

Cartesian coordinates (Å):
C: -0.31645 0.33380 -1.29119
H: 1.82437 0.56103 -1.39837
C: 0.93109 0.14021 -0.85386
H: -0.68473 0.81235 -2.15543
H: 1.22677 -0.11147 0.23566
H: -1.16066 0.03333 -0.71321
P: -0.51206 -0.02237 2.76224
Cl: -1.30833 -1.74688 3.41416

Cartesian forces (eV/Å) of the 3 atoms listed first:
0.6 -0.7 1.4
-1.1 -0.7 0.3
1.2 1.5 0.9

---

(5)
Formula: CH2F3N3O3
Source: the OMol25 dataset
Level of theory: wB97M-V/def2-TZVPD

## Properties
total charge = 0
LUMO energy (spin up / spin down) = -0.0596 / -0.0596 hartree
frontier orbital gap (spin up / spin down) = 9.49 / 9.49 eV

Cartesian coordinates (Å):
N: 0.81646 1.56426 0.56950
C: 0.51625 -2.42648 0.49189
N: -0.63481 1.38420 0.55186
N: -1.15743 1.31566 -0.59163
O: 1.24717 1.55286 1.65182
F: 0.64295 -3.60393 -0.04185
H: -2.14787 1.24076 -0.64260
F: 1.57560 -1.70925 0.19138
H: -0.48693 1.62000 -1.48512
O: -0.43511 -2.04827 1.06752
F: -1.28153 -0.38133 -1.28732
O: 1.34525 1.49152 -0.47544

Cartesian forces (eV/Å) of the 3 atoms listed first:
-2.6 -1.7 -0.7
-1.2 0.8 -0.1
-2.4 0.2 0.3

---

(6)
Formula: C42H37Cl2F3N7S3Y
Source: the OMol25 dataset
Level of theory: wB97M-V/def2-TZVPD

## Properties
total charge = -2
LUMO energy = 0.1400 hartree
energy relative to the best compared isomer or geometry (same formula, charge and spin) = 75.47 kJ/mol
frontier orbital gap = 3.97 eV

Cartesian coordinates (Å):
Cl: -4.86054 -3.07776 -1.22633
H: -2.36743 -3.71405 1.33410
C: 3.17983 3.71454 0.00087
F: 4.21381 6.27318 0.48820
H: -2.65967 -0.88695 1.62696
H: -0.20310 -0.54699 3.41844
C: 4.10910 -0.73911 -2.97444
C: -5.73008 0.54995 0.28908
H: 5.16120 -0.70150 -3.21407
C: 1.96419 -4.21552 2.22436
C: -4.79383 -0.51183 -0.17223
H: -1.73539 2.53465 1.08292
C: -0.25308 -3.25726 3.54146
C: -1.12354 -0.16253 2.97795
N: 1.18966 2.39016 -0.09943
H: -8.77344 -0.91682 0.65929
H: -2.58763 1.91012 2.50301
C: -7.72654 -0.80048 0.41300
N: -0.59471 -1.40224 -2.29258
N: -1.00051 -2.09928 1.47383
H: 0.44572 5.64193 -0.48408
C: 1.09255 -3.36806 1.53510
C: -2.18060 1.78959 -1.72706
H: 1.56674 2.76002 -3.66223
H: -2.41847 -1.87975 3.05262
C: -2.25436 -2.42655 -3.66443
H: 2.45839 -5.21476 4.05453
H: -2.70227 1.06580 -1.06908
H: -7.59497 1.28359 0.96634
C: -7.05947 0.41664 0.59234
C: 0.63880 -4.08269 4.21585
C: 3.47808 -0.23299 -1.87880
C: 0.80142 3.78504 3.88647
C: 2.11588 3.35577 3.96845
Y: 0.27739 -0.34085 -0.15546
H: -2.60333 0.98446 0.98989
H: 2.86446 3.96870 4.45810
C: 2.43846 4.86601 -0.19779
C: 2.50947 2.50333 0.05367
H: 2.84408 -4.56635 1.69894
C: 0.01180 -2.31921 -4.40823
H: -1.11844 -2.88886 4.07473
C: -1.89080 -1.27674 2.30288
N: 0.98670 2.02246 -3.30526
H: -2.71340 4.62290 -3.48532
S: 1.45480 -2.87550 -0.10215
C: -0.13824 2.97953 3.25157
H: 3.50904 1.80624 3.44702
C: 2.05928 -0.45830 -1.82368
H: 0.49944 4.73512 4.31052
N: -0.75381 0.92122 2.02592
H: -2.57227 -2.41583 0.12822
C: -0.91474 3.46914 -3.45329
H: 1.44704 1.26281 -2.81511
S: 3.01595 -1.55265 -4.00746
H: 3.03288 1.58065 0.26652
H: 0.46033 -4.33434 5.25460
C: 0.22072 1.76528 2.68109
C: -2.21313 3.74791 -3.08433
C: 1.69308 -1.18130 -2.93267
C: -1.98412 1.62764 1.63094
C: -5.65142 -1.69967 -0.43850
H: -1.56390 -3.24133 -5.53019
H: -3.89646 3.03489 -1.90968
C: 0.33856 -1.65417 -3.22969
C: -0.04413 -2.89754 2.21635
H: -0.37585 4.09307 -4.15615
H: -1.73336 0.28016 3.77814
N: -3.53186 -0.41278 -0.31991
C: 1.74886 -4.57126 3.54591
H: -0.57638 3.40257 -0.42019
F: 3.54458 6.44802 -1.55835
Cl: -5.03823 2.17686 0.47974
H: -7.45278 -2.80147 -0.35516
H: -1.16403 3.31570 3.19219
H: -2.58975 -1.46350 -1.73586
C: -1.84006 -3.01815 0.66842
C: -6.97951 -1.84868 -0.13992
S: 2.09052 -0.15157 1.96157
C: 1.55927 1.32518 2.73992
H: 0.77798 -2.51736 -5.14628
H: 4.03782 0.26706 -1.09772
C: -1.86391 -1.75916 -2.51148
F: 2.31970 7.21945 0.04572
H: 4.25182 3.74772 0.13495
H: -1.20562 -3.57929 -0.01597
H: -3.29330 -2.70292 -3.77999
C: -2.87134 2.88617 -2.21854
C: -1.29724 -2.71623 -4.61965
C: 3.12351 6.19682 -0.29717
C: 1.06590 4.76916 -0.33899
C: 2.47912 2.14098 3.40576
C: 0.49192 3.50901 -0.28861
N: -0.89381 1.53186 -2.02847
C: -0.28427 2.33732 -2.91502

Cartesian forces (eV/Å) of the 3 atoms listed first:
0.0 0.0 0.0
0.0 0.0 0.0
0.0 0.0 0.0